# C4H5NO

The molecule C4H5NO (ωB97M-V/def2-TZVPD, the Open Molecules 2025 dataset).

XYZ file:
```
11
Properties=species:S:1:pos:R:3:forces:R:3
C -1.44628 1.08314 -0.18366 0.935 1.072 1.388
C 0.32059 -0.56730 0.64418 0.854 -1.061 2.996
C -0.09333 0.35024 -0.42122 -0.796 2.990 -1.965
C -0.08191 -1.04594 -0.68983 -1.318 -1.306 0.743
N -2.40816 0.34532 0.19636 -0.038 0.040 -0.135
O -2.39187 -0.88485 0.13369 -0.140 -0.680 -0.363
H -1.48044 2.13693 0.21767 0.083 -1.094 -1.148
H 1.40879 -0.55373 0.88784 -0.824 -0.174 -0.176
H -0.32872 -0.65138 1.63728 1.233 -0.032 -2.411
H 0.62604 1.04511 -0.93472 -0.563 -0.779 0.644
H -0.47111 -1.91958 -1.24823 0.572 1.025 0.427
```
Forces are in eV/Å.

Summary:
- relative energy (zero: lowest compared OMol25 entry of this formula, charge and spin) (eV) = 6.2102
- gap between HOMO and LUMO (spin up / spin down) (Eh) = 0.292 / 0.343
- LUMO level (spin up / spin down) (eV) = -0.65 / -0.10
- charge = 0

=====

# C12H13FN2S

A structure of composition C12H13FN2S (ωB97M-V/def2-TZVPD, the Open Molecules 2025 dataset).

XYZ file:
```
29
Properties=species:S:1:pos:R:3:forces:R:3
C -1.86888 -3.79676 1.89098 0.905 0.154 -0.362
C -0.67504 -3.03361 1.71845 0.020 0.640 -0.712
C -0.54196 -2.01998 0.54944 1.122 -0.378 -0.885
C -0.34789 -0.60977 0.80024 -0.036 -1.833 -2.661
C -0.18778 0.30470 -0.41547 -0.539 -0.995 -1.115
C 0.07665 1.85762 -0.24640 0.304 -0.975 0.188
C -0.68679 2.48621 0.99042 -0.054 0.343 -0.301
C 1.66938 1.98425 -0.08000 -1.102 -0.320 -0.213
C 2.19015 3.46312 -0.20101 1.082 -0.710 -0.032
C -0.23296 -0.21507 -1.75851 0.037 -0.052 1.384
F -0.05881 0.66930 -2.81250 -0.211 -1.082 1.191
C -0.42898 -1.66276 -2.10271 0.187 1.121 1.456
N -0.45137 -2.26879 -3.34169 -0.365 -0.612 3.860
S -0.69005 -3.87610 -2.92094 0.226 1.081 1.145
N -0.72997 -3.85231 -1.25558 0.263 2.463 -0.814
C -0.58233 -2.53224 -0.86342 -0.034 -0.188 -2.015
H -2.66376 -3.43546 2.59072 1.445 -1.670 0.865
H -1.96670 -4.74375 1.28910 -1.216 2.048 -0.798
H 0.24516 -3.14226 2.36833 -1.780 1.725 0.684
H -0.31171 -0.17694 1.83310 0.006 -0.649 -1.207
H -0.25029 2.35787 -1.20587 0.473 -0.532 1.110
H -1.28000 1.73795 1.59012 0.808 0.756 -0.588
H -1.42979 3.25724 0.64233 0.757 -0.731 0.331
H 0.06580 3.01807 1.64020 -0.918 -0.622 -0.447
H 2.09524 1.29322 -0.86964 -0.174 1.062 0.763
H 1.90480 1.49414 0.91288 -0.015 0.733 -0.950
H 2.06407 4.06934 0.74144 -0.182 -0.602 -1.095
H 3.30869 3.39880 -0.37871 -1.190 0.215 0.235
H 1.76512 3.97396 -1.10529 0.183 -0.390 0.984
```
Forces are in eV/Å.

Summary:
- gap between HOMO and LUMO (Eh) = 0.235
- LUMO level (eV) = -1.12
- charge = 0

=====

# C4H5N

The molecule C4H5N (ωB97M-V/def2-TZVPD, the Open Molecules 2025 dataset).

XYZ file:
```
10
Properties=species:S:1:pos:R:3:forces:R:3
C -0.76663 -0.20306 -0.01712 2.977 -5.103 1.572
C 1.51437 -0.58496 0.05641 -1.269 1.738 -0.219
C 0.26788 -1.15935 0.09477 -2.923 0.778 0.159
C -1.12770 1.24648 -0.05982 -0.422 -0.632 -0.088
N -1.91349 0.03094 -0.50064 -1.664 2.449 -1.393
H 2.32652 -1.15432 0.13514 3.428 -1.656 0.462
H 1.46131 0.46188 -0.07410 0.983 0.909 -0.232
H 0.19498 -2.26502 0.21851 -0.716 1.155 -0.108
H -1.39742 1.74148 0.83801 -0.043 -0.101 1.225
H -0.55982 1.88592 -0.69115 -0.352 0.463 -1.378
```
Forces are in eV/Å.

Summary:
- relative energy (zero: lowest compared OMol25 entry of this formula, charge and spin) (eV) = 2.6834
- spin multiplicity = 3
- gap between HOMO and LUMO (spin up / spin down) (Eh) = 0.263 / 0.227
- LUMO level (spin up / spin down) (eV) = 1.16 / -3.24
- charge = 0

=====

# C26H78O13

A cluster of 13 separate species, C26H78O13 in total (ωB97M-V/def2-TZVPD, the Open Molecules 2025 dataset).

XYZ file:
```
117
Properties=species:S:1:pos:R:3:forces:R:3
C 4.39485 0.83141 0.13558 -0.344 0.133 -0.505
C 5.50101 1.53934 -0.61144 0.755 -0.165 0.246
O 4.96807 2.24161 -1.75393 0.112 0.218 0.642
H 3.85750 0.16739 -0.54845 0.161 -0.218 0.147
H 3.64598 1.52732 0.52287 0.215 0.132 0.107
H 4.81637 0.26212 0.96088 -0.065 -0.086 -0.003
H 6.26996 0.83533 -0.95471 -0.318 -0.149 -0.112
H 6.05809 2.20070 0.06540 -0.391 0.307 -0.164
H 5.60970 2.90614 -2.02724 -0.088 -0.094 -0.134
C 2.00438 -2.99267 -5.69966 0.509 0.290 -0.130
C 2.47079 -1.73673 -4.99898 0.392 -0.006 0.630
O 1.59610 -1.44761 -3.90038 -0.201 -0.118 -0.341
H 1.89586 -3.82465 -5.00789 -0.292 0.065 0.109
H 2.79032 -3.28983 -6.39844 -0.153 0.057 -0.168
H 1.08770 -2.77954 -6.24322 -0.147 -0.324 0.033
H 2.51231 -0.89654 -5.70231 -0.093 -0.004 0.057
H 3.47973 -1.88440 -4.58841 -0.043 0.024 -0.162
H 1.81398 -0.59514 -3.50741 0.224 -0.011 0.080
C -0.80473 -0.27927 0.48720 -0.066 0.239 0.188
C 0.43957 0.30122 -0.11610 1.044 0.189 -0.415
O 0.15479 0.89566 -1.38924 0.211 -0.345 0.114
H -0.60258 -0.58500 1.51625 -0.033 -0.083 -0.015
H -1.16748 -1.13703 -0.07663 -0.005 -0.017 -0.054
H -1.58716 0.47951 0.50749 -0.084 -0.096 0.043
H 1.23645 -0.44909 -0.24223 -0.319 -0.123 -0.045
H 0.90860 1.05876 0.53219 -0.362 -0.001 0.049
H 0.98464 0.92938 -1.91371 -0.344 0.253 0.316
C 0.96337 5.16605 0.33288 0.313 0.408 0.539
C 1.84035 4.21714 -0.44793 0.392 0.377 0.392
O 3.17828 4.41147 0.03563 0.085 0.143 -0.276
H 1.09250 4.98632 1.40382 -0.388 -0.313 -0.052
H -0.07859 5.12497 0.02735 -0.074 -0.201 0.128
H 1.29740 6.20392 0.23603 0.077 -0.123 -0.434
H 1.75407 4.46865 -1.51083 0.137 -0.323 -0.057
H 1.58878 3.17264 -0.25220 -0.428 -0.023 -0.320
H 3.78840 3.92897 -0.53361 -0.104 -0.085 -0.008
C 3.10079 -3.00898 -1.25236 0.698 -0.030 -0.004
C 3.56409 -4.19824 -0.43743 -0.959 -0.131 0.651
O 4.33366 -5.04289 -1.28332 0.102 0.178 0.185
H 2.54675 -2.28077 -0.65873 -0.149 -0.183 0.044
H 2.51312 -3.34801 -2.10142 -0.129 0.132 -0.012
H 3.99527 -2.49874 -1.62549 -0.125 0.032 -0.145
H 2.68694 -4.73498 -0.03676 0.066 -0.030 -0.355
H 4.07675 -3.87922 0.48489 0.463 -0.002 -0.415
H 4.36772 -5.92626 -0.90675 0.010 0.046 0.041
C -4.71242 -1.74940 1.61469 0.101 -0.187 -0.080
C -4.49002 -1.31996 0.18236 0.618 0.188 -0.096
O -4.09911 0.06606 0.19211 -0.462 -0.380 -0.209
H -3.82405 -1.60618 2.23384 -0.005 0.253 -0.077
H -4.93160 -2.81941 1.65668 -0.204 0.069 -0.048
H -5.55024 -1.18711 2.02791 0.039 -0.082 0.172
H -5.40109 -1.49912 -0.39899 0.044 0.257 -0.024
H -3.67356 -1.87512 -0.29439 -0.146 -0.227 0.166
H -3.98296 0.38572 -0.71538 0.132 0.064 0.142
C -3.95745 2.84379 4.24479 -0.021 0.077 0.676
C -3.92008 1.66560 3.30662 0.412 0.221 -0.666
O -4.74269 1.88476 2.17145 0.022 -0.478 -0.001
H -3.26063 2.65692 5.07018 -0.121 -0.073 0.012
H -4.94941 2.98792 4.67905 0.015 0.009 -0.097
H -3.63119 3.78835 3.80841 -0.113 -0.135 -0.365
H -4.22568 0.74574 3.82038 0.087 0.039 0.113
H -2.87546 1.55247 2.96576 -0.112 -0.234 0.114
H -4.57109 1.14141 1.54626 -0.181 0.670 0.229
C -2.18265 -1.51970 -3.03051 -0.238 -0.127 0.517
C -1.44660 -2.82557 -2.72888 -0.347 0.428 -0.178
O -0.62853 -3.22017 -3.81674 -0.010 -0.181 0.301
H -1.48374 -0.71523 -3.25359 -0.008 0.093 0.096
H -2.78202 -1.25435 -2.14977 0.237 0.236 -0.054
H -2.90390 -1.59250 -3.84500 0.216 -0.266 -0.189
H -2.18289 -3.60198 -2.50362 0.180 -0.187 -0.308
H -0.86396 -2.72203 -1.80270 0.114 0.088 -0.121
H 0.13646 -2.61979 -3.82039 -0.170 -0.041 -0.043
C -2.38642 3.33957 0.00698 -0.115 -0.193 0.312
C -2.38385 3.31177 -1.52013 0.784 0.518 0.641
O -2.32421 1.98131 -1.99722 -0.113 -0.052 0.093
H -2.26619 4.33510 0.44684 -0.043 0.017 -0.263
H -1.57096 2.72056 0.39371 0.158 0.100 -0.084
H -3.30018 2.91189 0.42798 -0.045 0.068 -0.157
H -1.51014 3.87497 -1.88841 -0.003 -0.081 0.042
H -3.24048 3.86812 -1.90066 -0.266 -0.519 -0.214
H -1.46387 1.61433 -1.68496 -0.453 0.095 -0.391
C -1.32198 -1.08386 4.82137 0.266 0.136 -0.283
C -1.23364 -2.55475 5.15718 -0.724 0.364 0.038
O -0.03415 -3.08891 4.62829 0.054 -0.115 0.211
H -0.39538 -0.58548 5.11349 -0.074 0.061 0.075
H -2.15446 -0.59953 5.33065 -0.021 -0.075 0.096
H -1.46939 -0.92372 3.74948 0.056 -0.092 0.002
H -2.10627 -3.06049 4.72447 0.043 -0.134 0.057
H -1.29752 -2.66337 6.24476 0.194 -0.161 0.004
H 0.04896 -3.98421 4.97297 0.145 0.026 -0.130
C 1.12030 1.90318 -4.53522 -0.161 -0.923 -0.423
C 2.52103 1.94591 -3.97807 0.095 1.004 0.832
O 2.57333 1.24633 -2.71930 0.030 -0.223 -0.061
H 0.80304 0.86701 -4.71172 0.055 0.084 0.082
H 1.08110 2.37220 -5.51874 0.020 0.251 0.121
H 0.37458 2.33706 -3.87090 0.139 0.221 0.040
H 2.76826 2.99294 -3.75068 0.104 -0.092 -0.262
H 3.28509 1.56450 -4.65981 -0.152 -0.169 -0.052
H 3.32541 1.59422 -2.19073 -0.346 -0.210 -0.619
C -0.17085 -3.78085 1.42470 0.266 0.394 -0.324
C -1.57176 -4.19685 1.80863 -0.385 0.354 -0.610
O -2.21372 -4.69389 0.61715 0.209 -0.133 0.249
H 0.24815 -3.05225 2.11811 -0.015 -0.291 0.286
H -0.18327 -3.26678 0.46100 -0.189 -0.146 -0.087
H 0.50608 -4.62856 1.32140 -0.037 -0.053 0.107
H -2.15189 -3.32626 2.14101 0.218 -0.045 0.237
H -1.55899 -4.94859 2.60506 -0.084 0.006 -0.059
H -3.16531 -4.72502 0.75365 0.064 -0.053 0.106
C 0.00253 3.36179 3.91132 -0.331 0.628 -0.213
C 0.28545 1.95327 3.47616 1.110 -0.375 0.711
O 1.34297 1.45647 4.33800 -0.275 -0.010 -0.063
H -0.86671 3.78865 3.40078 0.028 -0.202 -0.110
H 0.84618 4.00870 3.66672 0.072 -0.062 0.134
H -0.20004 3.44557 4.97892 0.104 -0.232 0.038
H 0.70752 1.93144 2.46797 -0.570 0.037 -0.209
H -0.56801 1.28465 3.59396 -0.204 0.171 -0.320
H 1.46176 0.52037 4.14206 0.051 0.078 0.023
```
Forces are in eV/Å.

Summary:
- relative energy (zero: lowest compared OMol25 entry of this formula, charge and spin) (eV) = 1.2918
- gap between HOMO and LUMO (Eh) = 0.350
- LUMO level (eV) = 0.14
- charge = 0

=====

| no. | electronic energy (Eh) |
| --- | --- |
| 1 | -285.18637 |
| 2 | -1072.39714 |
| 3 | -209.91609 |
| 4 | -2015.42020 |